This record from the Open Molecules 2025 dataset describes a structure of composition C21H35BrCl3CsFLiMgNO10P at a distorted geometry. The level of theory is the ωB97M-V functional and the def2-TZVPD basis.

Computed properties:
DFT total energy: -170094.77273 eV
Kohn-Sham gap: 1.56 eV
Energy relative to the best compared isomer or geometry (same formula, charge and spin): 34.6 kcal per mole
HOMO level: -10.40 eV
E_LUMO: -8.85 eV
Total charge: +2

```
76
C21H35BrCl3CsFLiMgNO10P (the ωB97M-V functional and the def2-TZVPD basis)
C -0.2119 0.6859 0.2647
C 1.2514 0.4158 -0.1063
C 1.6077 -1.0670 0.0383
C 2.9122 -1.3963 0.8288
C 4.0387 -0.4430 0.4423
P 2.5158 -1.3297 2.5943
O 1.6694 -0.0287 2.8942
N 2.5534 1.1931 3.1093
O 1.8491 2.1148 3.0145
H -0.6235 1.4720 -0.3416
H -0.7943 -0.2074 0.1043
H -0.2476 0.9869 1.2938
H 1.8524 1.0541 0.5203
H 1.4227 0.6946 -1.1316
H 1.7190 -1.5428 -0.9220
H 0.7919 -1.5695 0.5430
H 3.1657 -2.4188 0.5923
H 3.8882 0.5135 0.9162
H 5.0114 -0.8039 0.7503
H 3.9858 -0.2937 -0.6369
H 1.6590 -2.3933 2.8510
H 3.7219 -1.5292 3.3409
C -1.4454 2.4981 3.3284
C -2.9520 2.2696 3.3049
O -3.5985 2.6155 2.3536
C -3.5683 1.6066 4.5092
H -1.1353 2.9813 2.4054
H -1.1719 3.1394 4.1720
H -0.9196 1.5363 3.4028
H -3.3867 2.2077 5.4028
H -3.1406 0.6077 4.6506
H -4.6392 1.5078 4.3695
C 0.1414 1.2984 -6.7255
C 1.0171 1.0058 -5.7330
C 0.5651 0.6186 -4.3550
O 1.4525 0.3872 -3.5443
C -0.8503 0.5613 -4.0854
C -1.7282 0.8417 -5.0702
C -1.2802 1.2189 -6.4634
O -2.1257 1.4415 -7.3063
O -3.0242 0.8107 -4.8861
O 2.2942 1.0365 -5.8878
H 0.4653 1.5943 -7.7183
H -1.1674 0.2953 -3.0870
H -3.4380 1.0533 -5.7399
H 2.7024 0.7997 -5.0333
Br 3.5028 0.5964 5.3672
Cs 5.2669 -1.4404 5.1540
F 4.1747 2.1807 -6.2435
C -1.0624 -0.8153 -11.1834
C -1.1832 0.1737 -9.9312
O 0.0308 0.3722 -9.5171
H -0.6022 -1.7568 -10.9019
H -2.0761 -1.0008 -11.5360
H -0.4832 -0.3478 -11.9719
H -1.8732 -0.3520 -9.2306
H -1.7499 1.0497 -10.2812
Li 5.3914 -0.2755 -1.9955
O -5.9519 0.1431 7.5585
C -6.2416 -0.5874 6.6645
O -6.1403 -0.2127 5.3599
C -6.6533 -1.2544 4.5054
C -6.5737 -2.5301 5.3365
C -6.7907 -1.9983 6.7542
H -7.6781 -1.0002 4.2309
H -6.0496 -1.3008 3.6020
H -7.2908 -3.2868 5.0281
H -5.5750 -2.9620 5.2568
H -7.8477 -1.9419 7.0158
H -6.2545 -2.5696 7.5047
C 11.4955 -1.4713 5.0369
Cl 10.8844 -2.5945 3.8151
Cl 10.2062 -0.3884 5.5811
Cl 12.1934 -2.3399 6.3921
H 12.2684 -0.8681 4.5826
Mg -0.1421 0.7386 4.8226
```

Atomic partial charges in e from the Löwdin method, atoms 1 to 4:
1 C -0.06
2 C -0.24
3 C -0.19
4 C -0.45